Entry 1:
# C19H25N3O2

The molecule C19H25N3O2 (ωB97M-V with the def2-TZVPD basis set, the Open Molecules 2025 dataset).

Results
highest occupied orbital energy = -8.39 eV
energy above the lowest of the compared OMol25 structures with the same formula, charge and spin = 99.4 kJ/mol
SMILES string = Cc1cccc(NC(=O)NC[C@H](c2ccco2)N2CCCCC2)c1
DFT total energy = -1053.77729 a.u.

CARTESIAN COORDINATES (ANGSTROEM)
1 C -3.753 -1.881 2.124
2 C -3.107 -1.492 0.829
3 C -2.051 -2.225 0.313
4 C -1.446 -1.873 -0.892
5 C -1.946 -0.788 -1.610
6 C -2.998 -0.052 -1.095
7 C -3.568 -0.388 0.118
8 H -4.385 0.197 0.514
9 H -3.384 0.788 -1.655
10 H -1.536 -0.548 -2.579
11 N -0.366 -2.629 -1.359
12 C 0.885 -2.178 -1.746
13 O 1.788 -2.968 -1.922
14 N 0.990 -0.834 -1.957
15 H 0.274 -0.258 -1.529
16 C 2.287 -0.208 -1.883
17 H 2.419 0.477 -2.724
18 H 3.049 -0.988 -1.951
19 C 2.411 0.533 -0.527
20 C 2.548 -0.531 0.519
21 C 1.620 -1.313 1.144
22 C 2.350 -2.228 1.941
23 C 3.661 -1.938 1.735
24 O 3.790 -0.911 0.877
25 H 4.563 -2.369 2.122
26 H 1.950 -2.994 2.573
27 H 0.555 -1.230 1.066
28 N 1.215 1.336 -0.284
29 C 0.998 2.391 -1.263
30 C -0.408 2.964 -1.092
31 C -0.585 3.532 0.311
32 C -0.231 2.450 1.324
33 C 1.172 1.920 1.048
34 H 1.427 1.156 1.782
35 H 1.904 2.743 1.144
36 H -0.279 2.844 2.341
37 H -0.941 1.624 1.239
38 H -1.612 3.872 0.456
39 H 0.078 4.390 0.446
40 H -0.577 3.737 -1.844
41 H -1.133 2.163 -1.249
42 H 1.090 1.986 -2.269
43 H 1.744 3.199 -1.149
44 H 3.336 1.139 -0.534
45 H -0.342 -3.595 -1.061
46 H -1.679 -3.084 0.855
47 H -4.721 -2.344 1.932
48 H -3.137 -2.590 2.671
49 H -3.921 -1.005 2.747

Here are the Mulliken charges for atoms 1 to 2, given in e: atom 1 (C): -1.58, atom 2 (C): 0.74

***

Entry 2:
# C19H25N3O2PS4SbTc

C19H25N3O2PS4SbTc as an isolated structure (ωB97M-V with the def2-TZVPD basis set, the Open Molecules 2025 dataset).

Results
charge = +3
highest occupied orbital energy = -15.56 eV
energy above the lowest of the compared OMol25 structures with the same formula, charge and spin = 0.0 kJ/mol
DFT total energy = -3307.94203 a.u.

CARTESIAN COORDINATES (ANGSTROEM)
1 Tc -0.708 0.459 0.438
2 O 4.567 0.407 2.294
3 C 4.547 -0.364 1.214
4 C 5.757 -0.982 0.869
5 C 5.828 -1.795 -0.231
6 C 4.700 -2.034 -1.042
7 C 3.514 -1.443 -0.720
8 C 3.397 -0.595 0.412
9 C 2.137 -0.015 0.735
10 O 1.068 -0.329 0.014
11 N 1.958 0.818 1.746
12 N 0.664 1.126 1.851
13 C 0.215 1.785 2.867
14 C -1.218 1.986 2.927
15 C -1.855 2.620 3.979
16 C -3.240 2.725 3.962
17 C -3.939 2.205 2.885
18 C -3.239 1.584 1.862
19 N -1.908 1.461 1.879
20 H 3.697 0.805 2.459
21 H 6.619 -0.793 1.493
22 H 6.771 -2.262 -0.482
23 H 4.783 -2.676 -1.906
24 H 2.641 -1.610 -1.334
25 H 0.891 2.114 3.647
26 H -1.272 3.009 4.803
27 H -3.762 3.201 4.781
28 H -5.017 2.264 2.831
29 H -3.764 1.163 1.015
30 S -0.140 5.333 -1.161
31 Sb -2.353 5.109 -2.105
32 S -0.145 3.909 0.304
33 S -0.580 2.273 -0.831
34 S -2.692 2.913 -1.602
35 C 0.023 -1.370 -4.169
36 C 0.137 -0.404 -2.982
37 P -0.894 -0.896 -1.579
38 C -2.637 -0.792 -2.084
39 C -3.587 -1.060 -0.915
40 C -0.498 -2.596 -1.087
41 C -0.930 -2.938 0.342
42 H 0.692 -1.040 -4.962
43 H -0.985 -1.396 -4.581
44 H 0.315 -2.383 -3.897
45 H -0.157 0.607 -3.275
46 H 1.164 -0.347 -2.614
47 H -2.807 -1.496 -2.901
48 H -2.789 0.209 -2.501
49 H -3.666 -2.122 -0.693
50 H -4.589 -0.694 -1.132
51 H -3.255 -0.578 0.018
52 H 0.584 -2.700 -1.193
53 H -0.961 -3.268 -1.815
54 H -0.637 -2.160 1.063
55 H -0.436 -3.850 0.672
56 H -2.002 -3.097 0.428

Here are the Mulliken charges for atoms 1 to 2, given in e: atom 1 (Tc): 0.35, atom 2 (O): -0.58

***

Entry 3:
# C19H25N3O5

The molecule C19H25N3O5 at a distorted geometry (ωB97M-V with the def2-TZVPD basis set, the Open Molecules 2025 dataset).

Results
highest occupied orbital energy = -7.95 eV
energy above the lowest of the compared OMol25 structures with the same formula, charge and spin = 417.3 kJ/mol
SMILES string = CCOC(=O)C1CCN(Cc2nc(-c3ccc(OC)c(OC)c3)no2)CC1
DFT total energy = -1279.43815 a.u.

CARTESIAN COORDINATES (ANGSTROEM)
1 C -5.360 -4.045 4.943
2 C -4.710 -3.987 3.568
3 H -5.227 -3.257 2.937
4 H -4.716 -4.967 3.087
5 O -3.330 -3.626 3.657
6 C -3.045 -2.321 3.731
7 O -3.879 -1.454 3.713
8 C -1.548 -2.094 3.875
9 C -1.208 -0.609 3.723
10 C -1.365 -0.162 2.263
11 N -0.626 -0.977 1.315
12 C -0.980 -2.374 1.450
13 C -0.752 -2.926 2.863
14 H -1.062 -3.969 2.909
15 H 0.310 -2.871 3.111
16 H -0.412 -2.952 0.718
17 H -2.042 -2.459 1.199
18 C 0.806 -0.720 1.299
19 C 1.075 0.513 0.509
20 N 1.515 0.581 -0.706
21 C 1.560 1.930 -0.952
22 N 1.169 2.636 0.080
23 O 0.852 1.722 1.039
24 C 1.998 2.489 -2.210
25 C 2.030 3.861 -2.409
26 C 2.453 4.372 -3.624
27 C 2.848 3.528 -4.651
28 C 2.816 2.126 -4.450
29 C 2.393 1.624 -3.236
30 H 2.352 0.565 -3.043
31 O 3.220 1.374 -5.509
32 C 3.207 -0.025 -5.370
33 H 3.877 -0.357 -4.571
34 H 3.559 -0.417 -6.323
35 H 2.197 -0.401 -5.174
36 O 3.277 3.930 -5.875
37 C 3.330 5.308 -6.149
38 H 4.022 5.827 -5.477
39 H 2.340 5.772 -6.079
40 H 3.694 5.389 -7.172
41 H 2.472 5.441 -3.762
42 H 1.723 4.518 -1.612
43 H 1.308 -1.543 0.789
44 H 1.243 -0.594 2.302
45 H -1.047 0.876 2.158
46 H -2.421 -0.222 1.987
47 H -1.875 -0.013 4.345
48 H -0.184 -0.440 4.062
49 H -1.298 -2.429 4.890
50 H -4.819 -4.735 5.586
51 H -6.388 -4.380 4.846
52 H -5.353 -3.057 5.398

Here are the Mulliken charges for atoms 1 to 2, given in e: atom 1 (C): -1.11, atom 2 (C): -0.29

***

Entry 4:
# C19H25N3OS

The molecule C19H25N3OS at a distorted geometry (ωB97M-V with the def2-TZVPD basis set, the Open Molecules 2025 dataset).

Results
highest occupied orbital energy = -7.98 eV
energy above the lowest of the compared OMol25 structures with the same formula, charge and spin = 305.5 kJ/mol
SMILES string = Cc1cccc(SC2CCN(Cc3nc(CC4CC4)no3)CC2)c1
DFT total energy = -1376.65083 a.u.

CARTESIAN COORDINATES (ANGSTROEM)
1 C 1.523 -5.264 2.319
2 C 1.798 -4.264 1.236
3 C 1.419 -2.937 1.388
4 C 1.681 -2.012 0.388
5 C 2.320 -2.420 -0.780
6 C 2.693 -3.739 -0.935
7 C 2.436 -4.660 0.067
8 H 2.731 -5.692 -0.056
9 H 3.189 -4.052 -1.842
10 H 2.517 -1.691 -1.551
11 S 1.246 -0.300 0.450
12 C 0.626 -0.010 2.160
13 C 0.829 1.460 2.504
14 C -0.075 2.337 1.645
15 N -1.463 1.962 1.858
16 C -2.395 2.907 1.274
17 C -2.204 3.063 -0.198
18 N -2.451 2.192 -1.128
19 C -1.995 2.802 -2.262
20 N -1.499 3.984 -2.028
21 O -1.625 4.168 -0.683
22 C -2.055 2.169 -3.600
23 C -0.772 1.436 -3.962
24 C 0.565 2.005 -3.602
25 C 0.065 0.772 -2.913
26 H 0.528 -0.175 -3.146
27 H -0.246 0.848 -1.883
28 H 0.585 2.931 -3.047
29 H 1.373 1.908 -4.311
30 H -0.851 0.934 -4.919
31 H -2.886 1.461 -3.599
32 H -2.241 2.948 -4.343
33 H -3.410 2.554 1.470
34 H -2.249 3.881 1.747
35 C -1.700 0.590 1.443
36 C -0.852 -0.361 2.281
37 H -1.037 -1.384 1.951
38 H -1.144 -0.273 3.331
39 H -2.759 0.366 1.593
40 H -1.470 0.441 0.376
41 H 0.048 3.385 1.928
42 H 0.228 2.225 0.590
43 H 1.870 1.746 2.346
44 H 0.579 1.610 3.556
45 H 1.242 -0.630 2.816
46 H 0.917 -2.646 2.298
47 H 0.934 -6.093 1.928
48 H 0.980 -4.810 3.145
49 H 2.458 -5.672 2.701

Here are the Mulliken charges for atoms 1 to 2, given in e: atom 1 (C): -1.50, atom 2 (C): 0.36